# C64H144NO3P4

5 unconnected molecules or ions with the total composition C64H144NO3P4 at a distorted geometry (the ωB97M-V functional and the def2-TZVPD basis, the Open Molecules 2025 dataset).

Output
* molecular weight: 1099.76 g mol⁻¹
* Kohn-Sham gap (alpha / beta): 9.08 / 5.18 eV
* net charge: +4
* LUMO energy (alpha / beta): -8.23 / -12.13 eV
* highest occupied orbital energy (alpha / beta): -17.3 / -17.3 eV
* multiplicity: 2

```
216
Properties=species:S:1:pos:R:3:mulliken_charge:R:1
H 2.17575 2.57414 3.69203 0.873
H -3.08705 -7.01802 6.32017 0.501
C -1.38806 -7.10909 7.60172 -1.129
H 3.55455 -10.20434 -0.65615 0.572
H -2.58526 -6.33248 2.05850 0.514
H -1.16726 -6.32797 -4.84613 0.415
H -2.32485 -6.98120 -0.96313 0.122
C -0.53084 7.67724 -6.04431 -1.243
H 1.99233 -0.85530 1.51790 -0.013
H 0.85757 8.06215 4.82181 0.343
H -1.76557 -2.73970 2.76471 0.257
H -2.45915 -2.21427 5.09097 0.886
C -0.82362 4.67531 -5.39361 -1.071
H 1.17202 -0.52185 4.18640 0.015
C 2.74184 -9.73067 -1.20682 -0.553
H 1.96098 -4.87284 10.20897 0.328
H 1.01937 4.09093 5.01366 0.575
H -2.93292 -4.68172 5.69975 0.427
H -7.85238 4.82963 -5.08397 0.395
H 0.10807 -5.10024 5.59670 0.740
H 2.91382 2.22109 0.74172 0.802
H -0.54105 3.94658 4.20253 0.184
C -0.16684 2.36207 5.56568 -0.185
H -0.59183 5.25998 -12.14300 0.379
H -0.81163 12.13229 -6.92331 0.313
C 2.41782 -5.95533 -2.01186 -0.986
H 2.18262 1.31237 -1.89312 -0.087
H -1.10358 -7.46137 -3.51689 0.265
H -2.06580 1.21741 -4.41150 0.404
H -1.32985 -0.83243 5.14418 0.250
H -2.38629 3.20408 -5.88717 0.063
H 0.03607 7.43813 -5.14456 0.664
H -2.19007 11.86264 -7.93975 0.388
H -3.36466 5.58871 0.79360 0.334
H 3.44535 4.79043 1.77717 0.540
C 2.78548 -1.44172 1.98172 0.136
C 2.70882 2.26107 -1.78743 0.171
C 2.49697 -7.69642 0.54173 -0.708
C 3.19353 -1.07869 3.46595 -1.192
H 3.56769 -7.86900 0.43273 0.552
P 1.24459 3.64421 1.81716 0.525
H 2.05486 -3.21315 5.38163 0.844
H 0.22137 -3.07367 10.02663 0.387
C 1.88400 2.45980 0.47602 -0.664
H 2.12692 5.22159 3.77747 0.058
H -2.91728 6.74400 -4.15722 0.592
H -2.51177 4.07206 -0.52822 0.225
H 3.22391 -9.09087 -1.94599 0.333
H -0.29212 4.71932 0.46447 0.711
H -1.55351 3.32023 6.64207 0.408
C -0.93050 9.94884 -7.28778 -0.324
H 0.12296 10.12534 -7.50498 0.428
C -1.23965 5.50015 -10.10802 -0.572
C 2.18490 -3.80609 10.21024 -1.422
H 2.35997 -3.71985 -0.00727 0.281
H -0.46963 -1.80566 2.80720 -0.065
H 0.10251 6.31913 3.13267 0.101
H -2.23297 -5.16192 0.79353 0.024
C -2.09009 -6.57989 6.36710 -0.700
H 3.45108 -6.29373 -1.93471 0.621
H -0.82652 9.67571 -5.13306 0.497
C -2.36059 -0.63910 2.46509 -0.555
H -2.75897 5.32595 -7.91653 0.717
H 2.03238 -3.41008 7.61803 0.134
C -0.13545 5.08660 -11.16845 -1.370
H -1.45516 9.54796 -8.15503 0.156
C -1.11462 9.10520 -6.01602 -0.723
C -0.50126 -6.99130 -4.29428 -1.436
C -0.52794 -6.28481 1.06719 -0.814
H -1.27563 1.85278 7.27408 0.399
H 5.92717 -5.77215 1.74214 0.520
C 0.99718 -3.38334 7.95826 0.087
H -2.33292 7.03986 -8.15214 0.761
C 0.33207 3.38899 4.54144 -0.168
C 1.89395 -8.91043 -0.21075 -1.116
H -4.05475 4.52089 -4.48771 0.277
H -0.49307 0.81907 -3.86621 0.192
H 2.44979 -4.62727 1.54239 -0.043
H -0.06536 -7.81792 -4.85534 0.351
H -1.16442 -0.22913 0.65379 -0.249
H 3.37590 3.73902 -3.16474 0.393
H -1.04572 -4.87072 4.37601 0.451
H 3.48391 -0.02874 3.50311 0.407
H 1.33225 -7.71181 -2.45550 -0.178
H 0.96121 -10.55968 -2.17519 0.314
H -2.03676 -7.08286 8.47727 0.307
H 3.54855 -1.46372 1.20368 0.547
H 0.88245 3.24321 -1.37707 0.182
C 1.85803 3.13393 -0.90336 -0.623
H 0.24683 4.76144 -5.58022 0.628
C -0.49838 2.15551 -5.65442 -0.799
H -2.21162 0.31869 2.96364 0.270
H -1.71681 -7.07007 5.46795 0.254
H -3.87001 -6.46308 0.03508 0.415
H -6.72604 3.97399 -6.24712 0.313
C 0.99565 6.92457 2.97827 0.074
C -1.05505 1.62020 -4.34628 -0.750
H 0.67417 1.83841 3.05276 -0.245
H 0.56199 2.33601 -5.47800 0.339
H 4.54890 -5.50190 -0.32368 0.371
C 2.40492 5.11380 1.80913 -1.167
H -1.16188 2.56377 -3.81114 0.082
P -1.67458 6.18263 -6.04811 0.833
H 2.30214 -7.16433 -3.86168 0.577
H -0.47617 -6.51403 7.65140 0.182
H 0.05444 6.43168 -8.69416 0.410
H -1.25311 3.51779 -7.16582 0.238
C -1.54980 -1.78772 4.66760 -0.716
C -5.70087 5.64954 -5.17197 -0.961
C -0.84652 -4.60660 5.41459 -1.262
H -2.27861 -4.60288 7.25057 0.377
N 0.29352 -1.67288 -1.73755 1.037
H 3.17138 6.44467 3.41808 0.515
H 2.56576 -11.39562 -2.54517 0.387
H 0.14405 -5.41563 -2.87674 0.045
H -0.16320 -5.79085 1.96778 0.377
H 3.13864 2.13427 -3.82617 0.483
C -1.56891 11.39094 -7.17833 -1.312
H -3.76287 7.28326 -5.53061 0.516
H 2.15702 -3.53740 11.26624 0.406
H 0.88774 -5.30795 -4.32265 0.511
H -4.04355 4.72954 -6.21575 0.281
O 0.66916 -2.66178 -2.31464 -0.392
H 0.18472 4.04653 -11.10640 0.365
H -2.89248 -7.95902 0.26529 0.383
C 1.14366 -3.03262 9.44715 -0.633
C 1.13351 2.75301 3.42776 -0.427
H 5.65586 -3.56045 2.58633 0.328
C 2.74358 2.85298 -3.10819 -1.341
H -2.03905 4.75924 -10.09710 0.312
C -6.84204 4.47356 -5.28531 -1.251
C 0.17443 -5.91425 -0.27302 -0.207
C -1.31630 3.03917 1.04398 -0.301
H 1.30841 -1.95757 9.51935 0.394
C -0.34927 4.11310 1.36854 -0.592
H -2.81453 -0.03083 0.52244 0.443
H -3.15976 4.67564 2.33191 0.342
H -0.83718 4.62942 2.19525 0.158
H 2.24172 5.66193 0.88122 0.562
H 4.04825 -1.69566 3.74327 0.435
H 0.70562 -4.42621 7.83379 -0.081
C -0.74097 5.69129 -8.77930 -0.434
H 2.42081 -4.91603 -2.34039 0.695
C -2.87722 -6.90884 -0.02625 -1.184
H 3.71540 2.12216 -1.39295 0.401
H -6.88054 3.73028 -4.48897 0.320
H -0.56937 1.39074 -6.42784 0.364
H 0.93884 -8.56274 -0.60443 0.322
H 4.04479 -4.04955 3.31202 -0.206
C 2.24245 6.01684 3.04103 -0.490
H -1.63388 6.47953 -10.37911 0.383
H -0.02813 3.23626 7.52914 0.386
O -0.86692 -1.36181 -2.00061 -0.311
O 0.90355 -1.10475 -0.81678 -0.307
H 0.87090 7.14072 1.91722 0.315
C 4.37118 -4.81643 0.50496 -0.798
H -0.38542 -7.33459 1.32361 0.262
C 0.03032 -2.39961 7.26246 -1.169
H 0.37165 -1.36493 7.29429 0.801
H -0.14084 -4.90428 -0.53504 0.517
P 1.99297 -6.03264 -0.22651 0.133
C -2.08956 -0.69020 0.99966 -0.811
H -0.86262 -2.48424 7.88182 0.641
C 1.94950 -10.85749 -1.82493 -1.431
C 1.72482 -6.84848 -2.99275 -0.424
C -0.69814 2.68424 6.87001 -1.788
H 5.50009 -4.84137 3.77131 0.551
H -4.50465 4.40163 1.13859 0.374
C 1.93826 -1.26971 4.39054 -0.549
H 0.07202 8.72528 3.49369 0.391
C 1.36731 -2.64694 4.75332 -0.291
H 2.36930 -1.07314 5.37221 0.444
H -5.93775 6.50324 -5.80695 0.465
H 1.75696 3.14382 -3.46887 0.020
C 0.56399 -6.08367 -3.62872 -0.436
H 0.15323 7.34656 -6.82585 0.623
C -2.10474 -6.20333 1.08869 -0.488
H -0.76528 2.29396 0.47027 0.119
H -1.16266 -8.17197 7.51466 0.393
H 1.30187 -3.13241 3.77960 -0.428
H -3.36435 2.74918 0.12111 0.504
H 1.73415 -11.53330 -0.99728 0.378
H 1.82237 8.91486 3.62885 0.390
C 4.90840 -5.38816 1.79468 -0.609
H 1.53107 -9.57127 0.57646 0.639
H 4.24101 -6.20065 2.08198 0.131
H 3.24431 -3.69392 9.97962 0.368
C -2.09523 -5.06660 6.28133 -0.584
H -0.69494 4.63162 -4.31212 0.647
H 2.15316 -7.73742 1.57527 0.501
C 0.99839 8.21191 3.75137 -1.567
H -0.12166 -6.60636 -1.06132 0.131
H -2.21130 -1.72257 0.67179 0.463
C -3.44587 4.61751 1.28174 -1.281
H -1.55611 2.49630 1.95824 -0.086
C 2.79622 -4.57420 0.51028 0.338
H 0.81419 5.61691 -11.23963 0.355
C 5.00886 -4.37218 2.91887 -0.866
C -1.49808 -1.76205 3.16564 -0.235
C -1.96656 6.06824 -7.82072 -1.383
H 2.23590 -2.38303 1.98289 -0.506
C -4.18507 5.26271 -5.27564 -0.624
H 4.84864 -3.87215 0.24330 0.586
C -2.67530 3.54266 0.41045 -0.596
H 1.54484 1.42906 0.57923 0.038
P -0.28093 -2.80247 5.51527 0.585
H 0.48677 1.54226 5.86368 0.253
H 2.13589 4.18618 -0.84279 0.452
H -0.30647 4.70669 -8.60647 0.205
H -5.91061 6.21867 -4.26632 0.478
H -3.38779 -0.82147 2.78083 0.444
H -2.19941 9.00132 -5.99306 0.134
H -0.97804 1.86108 5.03742 0.004
C -3.21201 6.42070 -5.15557 -0.691
H -2.30430 11.54292 -6.38827 0.376
C -1.33723 3.42597 -6.08296 -0.399
```